Entry from OMol25: a cluster of 2 separate species, C4H9Br2 in total at a distorted geometry (ωB97M-V/def2-TZVPD).

strongest force on any atom: 0.0340 Eh/bohr
HOMO-LUMO gap (alpha / beta): 5.3 / 8.7 eV
2S+1: 2
<S²>: 0.75

The geometry in XYZ format:
```
15
C4H9Br2 (ωB97M-V/def2-TZVPD)
Br -0.13566 0.12151 0.62236
Br -1.03768 2.26290 0.40763
C 1.03636 -2.32399 3.07112
C -0.28486 -2.61338 2.54366
C -0.41006 -3.22961 1.21249
C -1.46218 -2.63482 3.45866
H 1.01533 -2.02178 4.12593
H 1.67813 -3.21570 3.04588
H 1.51031 -1.49960 2.51830
H -1.43400 -3.54465 0.93214
H -0.06944 -2.54197 0.41225
H 0.19675 -4.15096 1.14221
H -2.38949 -3.00137 2.97089
H -1.32633 -3.34291 4.31151
H -1.71946 -1.62148 3.83830
```